122
Properties=species:S:1:pos:R:3:forces:R:3:mulliken_charge:R:1 method="wB97M-V/def2-TZVPD" e_tot_ev=-284277.8613 multiplicity=2 lumo_energy_ev="-4.9 / -9.3" homo_lumo_gap_ha="0.2636 / 0.1009" e_homo_ev="-12.086 / -12.086" total_charge=+1 max_force_ha_per_bohr=0.091
Br -0.057674 -0.470562 1.272668 -0.4 -0.3 -0.6 0.3318
C -0.468281 -0.488480 -0.641860 0.0 -0.7 -0.2 0.7732
C 0.341866 -1.584219 -1.389362 -0.7 1.3 0.8 -0.6975
Br -0.466710 -3.347287 -0.983978 0.8 0.4 0.1 0.2797
H -0.312560 0.554912 -0.916081 0.5 -0.3 -0.6 -0.0762
H -1.525408 -0.669031 -0.836725 -0.1 0.0 0.5 -0.3373
H 1.382069 -1.607138 -1.064490 0.0 -0.4 -0.3 0.2762
H 0.241467 -1.517908 -2.472704 0.2 0.0 0.0 0.5619
O 5.107217 0.094022 -0.706710 0.5 0.8 -0.8 -0.5838
S 5.149197 -0.394581 0.626220 0.8 -0.1 0.8 1.1489
O 5.786853 -1.689991 0.791418 -0.5 1.5 0.7 -0.6718
O 5.640427 0.758566 1.730997 -0.7 -1.2 -0.7 -0.2611
C 6.960145 1.277450 1.658216 2.0 -0.4 -1.2 -0.4679
C 6.999687 2.509986 0.767270 -0.9 0.5 0.8 -0.8747
C 3.526642 -0.327747 1.246539 0.1 -0.4 -0.2 -0.5219
H 7.580496 0.459803 1.291176 0.3 0.0 -0.2 0.3361
H 7.391229 1.502093 2.633815 -0.7 -0.1 0.3 0.3398
H 6.351652 3.194384 1.314761 -0.6 0.3 -0.4 0.2268
H 6.591368 2.299302 -0.221158 0.1 0.1 0.1 0.2031
H 7.903661 3.117792 0.728490 0.5 -0.8 -0.1 0.4230
H 3.040609 -1.198548 0.806579 -0.1 -0.2 0.6 0.1384
H 3.052699 0.560125 0.828006 0.2 0.1 0.3 0.1495
H 3.701004 -0.288997 2.321803 -0.9 -0.3 0.0 0.4670
O -1.776648 2.362433 3.709160 -0.5 1.3 1.0 -0.3847
S -1.346481 3.702662 4.099475 1.0 0.4 1.0 0.9450
O -1.192680 4.157701 5.504777 -1.2 -1.3 -2.9 -0.6541
O 0.119831 3.780416 3.471107 -2.1 1.8 -0.2 -0.1871
C 1.173769 3.118022 4.040221 2.3 -2.1 1.0 -0.8170
C 1.626565 2.225660 2.913862 2.0 0.6 -0.7 -0.2082
C -2.016818 5.063370 3.037578 0.1 -0.8 1.4 -0.9044
H 1.065052 2.465836 4.906779 -1.3 0.3 0.3 0.3760
H 1.916851 3.824990 4.409199 0.2 0.2 -0.6 0.3553
H 1.097420 1.285649 2.757413 -0.4 0.7 0.1 -0.0827
H 2.683123 1.957784 2.919895 0.2 -0.1 0.6 0.3592
H 1.611265 2.945861 2.095832 -0.4 -0.7 -0.7 0.0813
H -2.110891 4.772294 1.991385 0.4 -0.1 0.2 0.2473
H -1.276342 5.823241 3.287346 -0.1 0.2 -0.5 0.3825
H -2.993027 5.369360 3.413724 0.1 -0.2 0.1 0.3989
O -3.704673 3.713804 0.158068 -0.4 0.2 0.2 -0.6274
S -4.364670 2.847125 1.083846 -1.8 -1.0 1.5 1.2182
O -4.715600 3.249063 2.468464 0.7 -0.6 -3.0 -0.6550
O -5.766989 2.277391 0.287591 1.8 1.8 1.8 -0.3237
C -6.898525 1.904082 1.116498 -0.5 -2.8 -0.2 -0.0473
C -7.323910 0.551349 0.483605 -0.3 0.7 0.8 -0.7690
C -3.337036 1.359908 1.153546 -0.1 0.0 -0.1 -0.2724
H -7.754399 2.573639 1.201843 0.6 0.7 -0.5 0.3225
H -6.648211 1.567067 2.122414 0.7 0.8 0.1 0.0628
H -7.887834 0.705696 -0.436313 0.4 -0.3 -0.2 0.3373
H -7.931733 -0.008051 1.194759 -0.2 0.2 -0.1 0.3839
H -6.400819 -0.025559 0.427256 -0.1 -0.1 -0.6 -0.0696
H -2.308484 1.669457 0.968210 -0.1 0.3 0.2 0.3017
H -3.606809 0.682591 0.343250 -0.3 0.1 0.1 0.1258
H -3.396166 0.890170 2.135354 -0.2 0.1 -0.2 -0.0475
O 3.185136 -1.657217 -3.160016 0.7 -1.8 -2.3 -0.4336
S 3.869292 -2.642139 -4.025584 3.2 -0.7 0.4 1.0237
O 3.375969 -4.018227 -4.199980 0.2 2.6 0.1 -0.6215
O 4.210747 -1.943999 -5.533710 -1.4 -0.1 2.6 -0.2389
C 5.202042 -2.423839 -6.456035 0.8 -2.2 0.6 -0.1792
C 4.516206 -2.501989 -7.776968 -0.6 1.2 -0.3 -1.2117
C 5.722113 -2.824440 -3.360432 -1.9 1.1 -0.2 -0.8290
H 5.542970 -3.445595 -6.289065 -0.3 -0.3 1.0 0.3156
H 6.122809 -1.854527 -6.328827 -0.3 0.6 -0.4 0.3192
H 4.250395 -1.458139 -7.943774 -0.3 -0.1 -0.9 0.3008
H 3.599882 -3.079105 -7.652895 0.0 0.0 0.1 0.2901
H 5.060808 -2.952538 -8.606737 0.3 0.3 0.2 0.3770
H 6.282707 -1.991997 -3.785698 0.0 -0.4 -0.6 0.3035
H 6.074720 -3.835420 -3.564638 -0.1 0.3 -0.1 0.3392
H 5.726847 -2.533868 -2.309882 -0.5 -0.6 0.2 0.2402
O -7.128940 -0.940384 3.280882 4.5 -1.2 0.7 -0.6111
S -5.816028 -1.563799 3.717064 -4.6 -0.3 0.6 1.1174
O -6.023899 -2.928218 4.275648 1.8 2.9 -1.4 -0.6348
O -4.737991 -1.491937 2.489487 -1.7 -0.7 1.2 -0.0375
C -3.734972 -2.496512 2.380018 1.4 0.3 -2.3 -0.7669
C -3.308832 -2.300849 0.876583 0.9 -1.0 0.6 -0.2682
C -4.977818 -0.442609 4.893108 0.3 -0.1 -0.7 -0.7878
H -3.957327 -3.545176 2.577378 -1.1 0.3 0.0 0.4117
H -2.894120 -2.287029 3.041208 0.1 0.4 0.1 0.3619
H -4.118669 -2.231293 0.150329 -0.2 0.2 0.5 0.2716
H -2.716131 -3.148993 0.533871 -0.2 -0.4 0.3 0.4197
H -2.577497 -1.505367 0.733560 -0.6 0.5 0.3 -0.4645
H -4.037786 -0.065620 4.490217 0.2 -0.6 -0.3 0.0754
H -4.769678 -1.028463 5.788401 -0.4 0.4 0.1 0.4155
H -5.524509 0.498305 4.955702 -0.6 -0.5 0.6 0.3754
O -3.466843 -1.403080 -2.345580 0.3 0.2 -0.4 -0.6386
S -3.634207 -0.144035 -3.032054 -1.3 1.8 -1.7 1.3758
O -2.921457 1.024086 -2.576696 0.4 -1.0 -0.2 -0.6396
O -3.348384 -0.315195 -4.706960 -0.3 1.4 3.9 -0.3556
C -2.843954 -1.535596 -5.152745 0.9 -0.8 -0.2 -0.1439
C -3.868357 -2.104784 -6.090246 0.2 -0.9 -1.0 -1.1393
C -5.416343 0.387630 -3.125123 1.8 -0.6 -0.5 -0.9532
H -2.502021 -2.231218 -4.386394 -0.9 0.0 0.7 0.1374
H -1.856692 -1.315389 -5.558858 -0.2 0.1 -1.0 0.4040
H -3.626481 -1.760190 -7.095666 -0.1 -0.4 -0.2 0.3285
H -4.910323 -1.822567 -5.939369 0.2 0.4 0.6 0.2989
H -3.879453 -3.193038 -6.029619 0.2 -0.1 -0.4 0.3324
H -5.936014 -0.176808 -2.350878 -0.2 0.2 -0.3 0.2588
H -5.638806 0.149756 -4.165327 -0.6 -0.2 0.3 0.4099
H -5.401375 1.471989 -3.015352 -0.1 -0.2 0.4 0.3227
C 1.529800 3.421710 -2.011751 0.9 0.2 0.1 -0.5895
C 1.993206 3.886416 -0.833322 -0.7 -0.9 0.6 0.0178
C 3.126357 4.827439 -0.622415 1.2 1.4 -1.0 0.2339
O 3.580061 5.326277 0.408007 -1.4 -1.5 -1.2 -0.5569
C 3.746003 5.186385 -1.955124 -0.2 -0.4 -0.5 -0.2699
C 3.312401 4.677614 -3.120657 1.3 0.5 -0.3 -0.3818
C 2.240703 3.730091 -3.298130 -1.4 -2.0 -1.0 0.4825
O 2.017965 3.125540 -4.372833 0.4 1.6 2.7 -0.5913
H 0.741858 2.683190 -2.023612 -0.2 0.1 -0.1 0.5461
H 1.535425 3.454449 0.044304 -0.1 0.3 0.3 0.2498
H 4.623139 5.815391 -1.992407 0.0 0.2 0.4 0.4127
H 3.853010 4.811854 -4.045928 0.2 0.5 -0.1 0.3986
C 2.472523 -5.346469 3.561498 1.3 -0.7 -1.0 -0.5449
C 2.197299 -5.576384 4.832520 0.0 1.0 1.2 -0.3759
C 1.466595 -4.568906 5.646216 -2.0 0.4 2.0 0.2427
O 1.313173 -4.578674 6.877851 0.8 -0.3 -2.8 -0.4960
C 0.798870 -3.495426 4.822560 1.1 -0.1 -2.9 -0.2574
C 1.108409 -3.331313 3.485691 -1.3 0.7 2.3 0.0283
C 1.957218 -4.227957 2.710012 0.0 -0.3 1.2 0.3961
O 2.181916 -4.088508 1.523179 -0.1 -0.2 0.1 -0.4304
H 3.238716 -5.993552 3.160707 -0.2 -0.1 -0.7 0.3871
H 2.655068 -6.393394 5.370421 0.0 -0.1 0.0 0.4177
H 0.038264 -2.810100 5.166356 0.2 -0.1 0.8 0.4786
H 0.651504 -2.483210 2.997475 0.0 -0.2 -0.4 0.3195